# 1
DFT (the ωB97M-V functional and the def2-TZVPD basis) results for a 3-piece molecular cluster, C3H14NO3S overall at a distorted geometry.

Last column: Löwdin charge in e.
Geometry (Å):
C 1.09 -1.23 -0.91  -0.189
O 1.26 -1.77 0.40  -0.113
C 0.76 0.31 -0.63  -0.310
C 0.31 1.09 -1.92  -0.473
S -0.11 2.85 -1.50  0.735
N -0.29 0.42 0.43  0.197
H 2.04 -1.27 -1.38  0.113
H 0.38 -1.90 -1.42  0.129
H 2.09 -2.40 0.45  0.177
H 1.75 0.68 -0.29  0.160
H 1.02 0.97 -2.65  0.042
H -0.56 0.56 -2.50  0.117
H 0.92 3.54 -2.01  -0.120
H -0.06 -0.04 1.24  0.110
H -0.40 1.44 0.79  0.176
H -1.20 0.19 -0.09  0.153
H -3.05 -0.50 -1.74  0.099
H -2.97 -1.65 -0.71  0.078
O -2.39 -1.10 -1.28  -0.084
H -0.57 -0.46 5.82  0.069
H 0.36 0.42 5.01  0.029
O -0.40 -0.17 4.89  -0.096

Calculated values
2S+1: 1
Gap between HOMO and LUMO: 10.24 eV
Charge: +1
Highest occupied orbital energy: -0.484 hartree
E_LUMO: -2.940 eV

---

# 2
DFT (the ωB97M-V functional and the def2-TZVPD basis) results for a 5-piece molecular cluster, C3H14NO4 overall at a distorted geometry.

Last column: Löwdin charge in e.
Geometry (Å):
C 1.67 -0.16 -0.36  -0.174
C 2.67 -0.99 -0.60  0.078
C -0.17 -1.17 -1.44  0.137
N 0.30 -0.46 -0.50  0.038
H 1.88 0.77 0.14  0.126
H 2.46 -2.04 -0.80  0.082
H 3.70 -0.69 -0.48  0.081
H -1.23 -1.38 -1.50  0.125
H 0.44 -1.64 -2.20  0.120
H -0.30 0.04 0.16  0.113
H -0.42 2.30 1.50  0.069
H -1.37 1.20 1.16  0.008
O -0.76 1.82 0.73  -0.046
H 0.25 0.76 -3.63  0.066
H -1.28 0.86 -3.24  0.071
O -0.37 0.88 -2.90  -0.032
H -3.97 0.22 1.73  0.057
H -2.90 -0.67 2.39  0.054
O -3.05 0.21 2.01  -0.043
H 1.49 -1.27 2.24  0.052
H 1.12 0.04 2.98  0.061
O 0.82 -0.59 2.32  -0.043

Calculated values
2S+1: 1
Gap between HOMO and LUMO: 9.91 eV
Charge: +1
Highest occupied orbital energy: -0.518 hartree
E_LUMO: -4.177 eV

---

# 3
DFT (the ωB97M-V functional and the def2-TZVPD basis) results for a 4-piece molecular cluster, C3H14O3S overall at a distorted geometry.

Last column: Löwdin charge in e.
Geometry (Å):
C 0.23 0.82 -2.21  -0.247
C 0.25 1.01 -0.69  -0.652
S 1.35 0.07 0.39  0.716
C 0.21 -0.13 1.81  -0.473
H -0.51 1.49 -2.65  0.050
H -0.10 -0.18 -2.50  0.029
H 1.18 1.15 -2.64  0.056
H -0.78 0.89 -0.33  0.037
H 0.34 2.08 -0.42  0.058
H -0.84 -0.01 1.55  0.025
H 0.36 -1.14 2.20  0.011
H 0.46 0.55 2.61  -0.028
H 1.58 2.10 2.54  0.007
H 0.87 2.22 3.91  0.010
O 1.31 2.75 3.24  -0.102
H -2.30 -1.09 -1.66  -0.036
H -2.56 -2.38 -1.00  -0.020
O -2.56 -1.43 -0.78  -0.233
H -0.11 -2.49 -0.90  -0.058
H 1.27 -3.15 -1.08  -0.005
O 0.36 -3.14 -1.40  -0.145

Calculated values
2S+1: 2
Expectation value of S²: 0.7505
Gap between HOMO and LUMO (alpha / beta): 2.17 / 8.86 eV
Charge: -1
Highest occupied orbital energy (alpha / beta): 0.033 / -0.210 hartree
E_LUMO (alpha / beta): 3.061 / 3.150 eV

---

# 4
DFT (the ωB97M-V functional and the def2-TZVPD basis) results for a 4-piece molecular cluster, C3H14O4 overall at a distorted geometry.

Last column: Löwdin charge in e.
Geometry (Å):
C 1.44 -2.26 1.22  -0.135
C 1.37 -1.57 -0.02  -0.251
C -0.05 -1.10 -0.14  -0.303
O -0.12 -0.12 -1.14  -0.155
H 1.22 -3.22 1.12  0.025
H 2.25 -1.88 1.97  0.121
H 0.58 -1.98 1.93  0.099
H 1.59 -2.22 -0.90  0.141
H 1.89 -0.65 -0.12  0.102
H -0.58 -0.69 0.72  0.103
H -0.96 -1.75 -0.57  0.167
H 0.58 0.56 -1.06  0.009
O -1.20 2.80 0.63  0.002
H -1.23 2.65 1.51  0.001
H -1.80 2.17 0.24  -0.016
O -2.49 0.91 -0.58  -0.013
H -1.73 0.51 -0.98  -0.007
H -3.13 0.86 -1.25  0.045
O 1.02 1.99 -0.72  -0.068
H 1.17 2.59 -1.51  0.104
H 0.18 2.38 -0.36  0.030

Calculated values
2S+1: 1
Gap between HOMO and LUMO: 10.50 eV
Highest occupied orbital energy: -0.358 hartree
E_LUMO: 0.763 eV

---

# 5
DFT (the ωB97M-V functional and the def2-TZVPD basis) results for a 4-piece molecular cluster, C3H14O4 overall at a distorted geometry.

Last column: Löwdin charge in e.
Geometry (Å):
C 2.07 1.15 -1.25  -0.123
C 1.27 0.19 -2.06  -0.230
C -0.18 0.03 -1.56  -0.229
O -0.29 -0.29 -0.18  -0.106
H 3.14 1.05 -1.35  0.071
H 1.85 2.20 -1.57  0.085
H 1.72 1.44 -0.25  0.067
H 1.66 -0.83 -1.88  0.115
H 1.33 0.46 -3.11  0.110
H -0.49 -0.84 -2.09  0.110
H -0.85 0.90 -1.72  0.132
H 0.19 0.30 0.41  0.075
O -2.65 -0.98 1.96  -0.068
H -1.70 -0.95 1.81  -0.021
H -3.11 -1.33 1.21  0.032
O -0.56 -2.41 1.26  -0.090
H 0.07 -3.14 1.33  0.046
H -0.15 -1.61 0.82  0.009
O -1.07 1.65 2.45  -0.047
H -0.30 1.58 3.01  0.036
H -1.94 1.43 2.75  0.027

Calculated values
2S+1: 1
Gap between HOMO and LUMO: 10.90 eV
Highest occupied orbital energy: -0.378 hartree
E_LUMO: 0.602 eV

---

# 6
DFT (the ωB97M-V functional and the def2-TZVPD basis) results for C3H14O4 as an isolated structure at a distorted geometry.

Last column: Löwdin charge in e.
Geometry (Å):
C 0.03 1.83 -1.20  -0.092
C -0.34 0.44 -0.81  -0.237
C 0.23 -0.70 -1.34  0.144
H -0.72 2.19 -1.92  0.150
H 0.94 1.89 -1.80  0.200
H 0.04 2.53 -0.36  0.146
H -1.17 0.45 -0.11  0.101
H -0.12 -1.67 -0.95  0.045
H 1.07 -0.78 -2.02  0.094
H -0.51 -3.55 0.34  -0.012
H 0.40 -2.16 0.78  -0.107
O -0.66 -2.61 0.48  -0.326
H 0.67 1.53 0.60  -0.021
H -1.47 2.52 0.25  0.171
O -0.85 1.78 0.10  -0.027
H -2.14 -0.81 1.63  0.049
H 1.79 -1.82 1.89  0.008
O 1.33 -1.56 1.08  -0.235
H -1.45 -0.71 1.88  0.047
H 1.39 0.13 0.76  -0.018
O 1.53 1.09 0.72  -0.077

Calculated values
2S+1: 1
Gap between HOMO and LUMO: 4.19 eV
Highest occupied orbital energy: -0.292 hartree
E_LUMO: -3.755 eV

---

Energy relative to the best compared isomer or geometry (same formula, charge and spin) / kcal/mol: 33.2, 43.8, 12.9, 48.7, 37.3, 383.4